1.
C2H4N2O3 in the gas phase at a distorted geometry. Source: OMol25; level of theory: ωB97M-V with the def2-TZVPD basis set.

Computed properties:
Maximum force   8.6 eV/Å
Kohn-Sham gap   10.4 eV
Lowest unoccupied orbital energy   0.61 eV

The geometry in ORCA input format:
```
! wB97M-V def2-TZVPD RIJCOSX def2/J DEFGRID3
* xyz 0 1
O 0.34831 -1.46194 1.86152
C 0.31449 -0.70062 0.84614
N 0.67863 -0.86941 -0.46083
O 0.72856 0.34497 -1.08587
C -0.46533 1.02499 -1.47105
O -1.27727 0.75634 -0.29142
N -0.22809 0.76548 0.87936
H 1.70046 -1.32124 -0.65490
H -0.29560 1.97067 -1.79653
H -1.14148 0.42345 -2.24290
H -0.90895 0.59346 1.64028
*
```

Löwdin population analysis, charges in e, atoms 1 to 8: number 1, O, carries 0.037; number 2, C, carries -0.400; number 3, N, carries 0.058; number 4, O, carries -0.153; number 5, C, carries -0.143; number 6, O, carries -0.134; number 7, N, carries 0.122; number 8, H, carries 0.240

2.
A molecular structure, C19H46AlBNO9S2. Source: OMol25; level of theory: ωB97M-V with the def2-TZVPD basis set.

Computed properties:
Maximum force   0.9 eV/Å
Kohn-Sham gap   5.6 eV
Lowest unoccupied orbital energy   1.83 eV

The geometry in ORCA input format:
```
! wB97M-V def2-TZVPD RIJCOSX def2/J DEFGRID3
* xyz -1 1
C 4.73929 -0.46272 -0.05566
C 5.09442 0.43292 -1.24893
N 4.22149 1.58787 -1.44608
C 2.76946 1.29611 -1.70755
C 2.46875 0.06457 -2.53824
Al 0.64435 0.15605 -3.44415
C 0.70643 1.34395 -5.09239
C -0.76488 0.81393 -2.13342
C -2.11205 1.02339 -2.83811
C -3.12042 1.93143 -2.09364
C -4.45398 1.27043 -1.78874
O -4.27690 -0.00457 -1.18406
C -5.06237 -0.19746 -0.03769
B 0.03340 -1.88965 -3.95170
C 0.62428 -3.20929 -3.25932
O -1.00107 -2.14516 -4.86260
C 4.46808 2.61581 -0.56729
C 3.61949 3.85978 -0.74534
O 5.34113 2.58051 0.29525
H 4.16860 0.07298 0.70025
H 4.16879 -1.33115 -0.38412
H 5.65624 -0.85488 0.38968
H 6.09346 0.83769 -1.09630
H 5.12725 -0.14460 -2.17016
H 2.23954 1.24148 -0.74932
H 2.37462 2.17788 -2.22042
H 2.46138 -0.82618 -1.89882
H 3.24435 -0.10216 -3.29328
H 0.05139 2.22010 -5.00982
H 1.71845 1.71697 -5.29072
H 0.37707 0.77541 -5.96742
H -0.46242 1.74333 -1.62893
H -0.89927 0.05698 -1.34887
H -2.57802 0.05118 -3.01506
H -1.94221 1.45691 -3.82920
H -2.67649 2.30741 -1.16823
H -3.35161 2.80577 -2.71342
H -5.02718 1.13988 -2.71658
H -5.05078 1.90610 -1.12214
H -4.92593 -1.22926 0.28532
H -6.12911 -0.03318 -0.23617
H -4.76775 0.47313 0.77780
H 0.10893 -3.41841 -2.31157
H 1.68011 -3.07845 -3.00918
H 0.52705 -4.09941 -3.89554
H -1.54775 -2.88920 -4.58988
H 3.45720 4.07369 -1.80064
H 2.64507 3.73488 -0.27091
H 4.14503 4.68894 -0.27796
O -7.24458 1.73042 1.71428
S -8.08123 2.65988 2.40954
O -7.51206 3.49760 3.41996
O -9.32711 1.87222 3.00449
C -9.03951 0.69656 3.80652
C -8.51049 1.03349 5.18236
C -8.96539 3.65343 1.26117
H -8.35173 0.05861 3.25049
H -9.99921 0.18756 3.86684
H -7.53148 1.50564 5.13046
H -8.42199 0.11339 5.76146
H -9.18788 1.71308 5.69935
H -9.41209 3.00860 0.51004
H -8.23270 4.31977 0.81072
H -9.71814 4.22205 1.80008
O 5.20705 -2.87760 2.97565
S 6.63423 -2.82293 2.89302
O 7.28840 -3.16484 1.66782
O 7.23966 -3.70305 4.07747
C 6.75505 -5.06366 4.19124
C 7.31570 -5.98454 3.12999
C 7.21237 -1.25751 3.43971
H 5.66455 -5.04595 4.17781
H 7.07628 -5.36883 5.18537
H 6.96479 -5.71070 2.13713
H 6.99628 -7.00586 3.34255
H 8.40508 -5.94795 3.12602
H 6.73013 -1.01391 4.38181
H 6.92801 -0.54507 2.66624
H 8.29310 -1.30164 3.54162
*
```

Löwdin population analysis, charges in e, atoms 1 to 8: number 1, C, carries -0.068; number 2, C, carries -0.222; number 3, N, carries -0.068; number 4, C, carries -0.242; number 5, C, carries -0.229; number 6, Al, carries 0.372; number 7, C, carries -0.193; number 8, C, carries -0.247

3.
A molecular structure, C3H14B2BeCl6 at a distorted geometry. Source: OMol25; level of theory: ωB97M-V with the def2-TZVPD basis set.

Computed properties:
Maximum force   2.8 eV/Å
Kohn-Sham gap   9.3 eV
Lowest unoccupied orbital energy   -1.35 eV

The geometry in ORCA input format:
```
! wB97M-V def2-TZVPD RIJCOSX def2/J DEFGRID3
* xyz 0 1
Be -0.28562 0.00853 -0.97289
B 0.79726 2.01549 -0.99229
H 1.27876 3.03367 -0.97790
H 1.39645 1.29021 -1.63107
H 0.72374 1.55930 0.04843
H -0.25840 2.13621 -1.41396
B -1.00259 -2.29651 -1.00172
H -1.89045 -1.64086 -0.71438
H -0.54907 -1.96089 -1.99624
H -0.24162 -2.18556 -0.16252
H -1.30411 -3.37632 -1.11994
C 3.82682 -1.60259 -2.30003
Cl 2.37743 -1.24966 -1.23549
Cl 5.18806 -0.56037 -1.85293
H 4.15852 -2.62885 -2.17530
H 3.51874 -1.41276 -3.32368
C 0.50793 -0.01209 3.61161
Cl -1.09805 0.32603 4.27773
Cl 0.40508 -0.29623 1.84316
H 1.17497 0.83164 3.75946
H 0.90125 -0.94314 4.00810
C -3.99073 1.88018 0.97228
Cl -4.83406 1.67182 -0.56791
Cl -2.30346 1.27616 0.83532
H -4.06622 2.89680 1.34889
H -4.43059 1.23980 1.73326
*
```

Löwdin population analysis, charges in e, atoms 1 to 8: number 1, Be, carries 0.679; number 2, B, carries -0.385; number 3, H, carries 0.005; number 4, H, carries -0.070; number 5, H, carries -0.087; number 6, H, carries -0.036; number 7, B, carries -0.388; number 8, H, carries -0.050

4.
2 unconnected molecules or ions with the total composition C5H9N2 at a distorted geometry. Source: OMol25; level of theory: ωB97M-V with the def2-TZVPD basis set.

Computed properties:
Maximum force   11.5 eV/Å
Kohn-Sham gap   10.7 eV
Lowest unoccupied orbital energy   -5.30 eV

The geometry in ORCA input format:
```
! wB97M-V def2-TZVPD RIJCOSX def2/J DEFGRID3
* xyz 1 1
C 3.88581 0.53713 0.84399
C 0.13081 -0.57512 0.89449
C -2.23436 0.15395 -1.45884
C 1.33040 -0.24079 0.55416
C -2.28827 -0.17853 0.10101
N 4.39768 -0.03651 1.67995
N -1.04318 -0.63756 0.77908
H 3.24467 0.94065 0.03806
H -3.17380 -0.33955 -1.67582
H -2.30427 1.21683 -1.49075
H -1.42462 -0.17880 -2.16838
H 2.21063 -0.22582 1.25485
H 1.27105 0.62979 -0.06112
H 1.64125 -1.08978 -0.12886
H -3.03644 -0.90163 0.45210
H -2.60736 0.92574 0.38607
*
```

Löwdin population analysis, charges in e, atoms 1 to 8: number 1, C, carries -0.100; number 2, C, carries -0.008; number 3, C, carries -0.044; number 4, C, carries -0.047; number 5, C, carries -0.140; number 6, N, carries 0.117; number 7, N, carries 0.228; number 8, H, carries 0.087